[1]
A 2-piece molecular cluster, CH3F2OP overall. Source: the Open Molecules 2025 dataset; level of theory: ωB97M-V with the def2-TZVPD basis set.

Last column: Mulliken charge in e.
CARTESIAN COORDINATES (ANGSTROEM)
C (1.45529, -1.14647, 0.10104)  -0.073
O (0.61283, -2.02084, 0.19436)  -0.374
H (1.68867, -0.64889, -0.81465)  0.228
H (1.75057, -0.52180, 0.92938)  0.220
F (-1.99446, -0.08388, 1.18618)  -0.219
P (-3.15268, -0.19328, 0.08114)  0.420
F (-2.17899, -0.42243, -1.17349)  -0.224
H (-3.14797, 1.29597, -0.14386)  0.022

Values from the calculation:
energy = -17856.797 eV
strongest force on any atom = 2.86 eV Å⁻¹
structure (SMILES) = C=O.FPF
HOMO-LUMO gap = 10.845 eV
ΔE to the lowest compared entry with this formula, charge and spin = 48.6 kcal/mol

[2]
A 2-piece molecular cluster, CH3FINS overall. Source: the Open Molecules 2025 dataset; level of theory: ωB97M-V with the def2-TZVPD basis set.

Last column: Mulliken charge in e.
CARTESIAN COORDINATES (ANGSTROEM)
C (-0.95181, 0.49845, -0.07222)  -0.794
N (-0.48847, -0.69275, -0.74392)  -0.134
F (1.13690, -1.85517, 0.97540)  -0.282
S (0.87172, -1.32698, -0.64040)  0.278
I (2.87015, 1.21981, 0.30955)  -0.073
H (-0.53262, 0.36887, 0.89534)  0.419
H (-1.99549, 0.39575, -0.12795)  0.316
H (-0.91038, 1.39202, -0.59581)  0.270

Values from the calculation:
energy = -24226.428 eV
strongest force on any atom = 2.70 eV Å⁻¹
HOMO-LUMO gap (spin up / spin down) = 8.004 / 6.386 eV
ΔE to the lowest compared entry with this formula, charge and spin = 29.1 kcal/mol

[3]
A 2-piece molecular cluster, CH3FN2 overall. Source: the Open Molecules 2025 dataset; level of theory: ωB97M-V with the def2-TZVPD basis set.

Last column: Mulliken charge in e.
CARTESIAN COORDINATES (ANGSTROEM)
C (0.20996, 0.68843, -0.12145)  -0.242
N (-1.92232, -0.69240, -0.00158)  -0.040
N (1.08613, -0.27199, -0.13801)  -0.266
F (-2.81571, 0.32119, 0.05418)  -0.090
H (0.53730, 1.50169, 0.54076)  0.153
H (2.10340, -0.39139, 0.20280)  0.231
H (0.80123, -1.15555, -0.53671)  0.253

Values from the calculation:
energy = -6775.771 eV
strongest force on any atom = 2.24 eV Å⁻¹
HOMO-LUMO gap (spin up / spin down) = 8.409 / 8.369 eV
ΔE to the lowest compared entry with this formula, charge and spin = 164.2 kcal/mol

[4]
CH3FN2O as an isolated structure. Source: the Open Molecules 2025 dataset; level of theory: ωB97M-V with the def2-TZVPD basis set.

Last column: Mulliken charge in e.
CARTESIAN COORDINATES (ANGSTROEM)
C (1.10702, 0.55211, -0.13268)  0.143
N (-0.74112, -1.01113, 0.00999)  -0.431
N (-0.11596, 0.06837, -0.29438)  0.297
O (2.07178, -0.20001, 0.01129)  -0.524
F (-1.12131, 1.28643, -0.02170)  -0.380
H (1.14719, 1.61115, -0.09086)  0.376
H (-1.68064, -1.12013, -0.46957)  0.296
H (-0.66697, -1.18677, 0.98791)  0.223

Values from the calculation:
energy = -8827.440 eV
strongest force on any atom = 4.72 eV Å⁻¹
HOMO-LUMO gap = 10.741 eV
ΔE to the lowest compared entry with this formula, charge and spin = 65.2 kcal/mol

[5]
A 2-piece molecular cluster, CH3FN2O2 overall. Source: the Open Molecules 2025 dataset; level of theory: ωB97M-V with the def2-TZVPD basis set.

Last column: Mulliken charge in e.
CARTESIAN COORDINATES (ANGSTROEM)
C (0.04161, -0.01311, 0.08640)  -0.454
N (0.16993, 1.84801, -1.48601)  -0.227
N (1.40347, 2.06921, -1.99504)  1.131
O (2.28771, 2.00845, -1.17549)  -0.580
O (1.48755, 2.40644, -3.15003)  -0.576
F (-0.76078, 1.57293, -2.43966)  -0.135
H (-0.05859, -0.75516, -0.68467)  0.288
H (1.02021, 0.19720, 0.48132)  0.287
H (-0.83051, 0.37919, 0.56978)  0.267

Values from the calculation:
energy = -10869.610 eV
strongest force on any atom = 4.12 eV Å⁻¹
HOMO-LUMO gap (spin up / spin down) = 9.214 / 7.201 eV
ΔE to the lowest compared entry with this formula, charge and spin = 129.5 kcal/mol

[6]
A 2-piece molecular cluster, CH3FNO2S overall. Source: the Open Molecules 2025 dataset; level of theory: ωB97M-V with the def2-TZVPD basis set.

Last column: Mulliken charge in e.
CARTESIAN COORDINATES (ANGSTROEM)
C (0.63436, -0.81907, -0.11107)  -0.071
N (-3.09404, -1.42446, 0.62942)  -0.497
O (-1.91828, 0.63511, -0.21235)  -0.649
O (-4.41141, 0.58773, -0.39773)  -0.561
F (1.71247, 0.11575, 0.10780)  -0.320
S (-3.19620, -0.09407, 0.09816)  0.627
H (0.93715, -1.81614, 0.36686)  0.185
H (-0.41688, -0.35788, 0.06303)  0.153
H (0.70076, -1.05479, -1.18316)  0.133

Values from the calculation:
net charge = -1
energy = -20222.571 eV
strongest force on any atom = 2.24 eV Å⁻¹
HOMO-LUMO gap = 8.563 eV
ΔE to the lowest compared entry with this formula, charge and spin = 50.8 kcal/mol

[7]
A 2-piece molecular cluster, CH3FO2 overall. Source: the Open Molecules 2025 dataset; level of theory: ωB97M-V with the def2-TZVPD basis set.

Last column: Mulliken charge in e.
CARTESIAN COORDINATES (ANGSTROEM)
C (-0.18809, -0.02449, -0.49542)  0.433
O (-0.58569, 1.11748, -0.03086)  -0.340
O (-0.43022, -1.21610, -0.04778)  -0.367
F (1.92067, 0.01498, 0.10116)  -0.708
H (0.27604, 0.14545, -1.45879)  0.246
H (-0.82144, 1.14991, 0.98456)  0.355
H (-0.17127, -1.18722, 0.94712)  0.382

Values from the calculation:
energy = -7895.665 eV
strongest force on any atom = 3.42 eV Å⁻¹
HOMO-LUMO gap = 9.706 eV
ΔE to the lowest compared entry with this formula, charge and spin = 59.8 kcal/mol

[8]
A 2-piece molecular cluster, CH3FO2 overall. Source: the Open Molecules 2025 dataset; level of theory: ωB97M-V with the def2-TZVPD basis set.

Last column: Mulliken charge in e.
CARTESIAN COORDINATES (ANGSTROEM)
C (0.02295, 0.80263, 0.49348)  0.313
O (-0.35740, 1.24638, -0.70312)  -0.383
O (0.71207, -1.38588, -0.24789)  -0.714
F (-0.86543, 0.25045, 1.32986)  -0.151
H (0.95502, 1.23596, 0.97446)  0.300
H (-0.93823, 0.71701, -1.28817)  0.380
H (0.99307, -1.05170, -1.09213)  0.255

Values from the calculation:
energy = -7894.305 eV
strongest force on any atom = 3.39 eV Å⁻¹
HOMO-LUMO gap (spin up / spin down) = 8.006 / 9.478 eV
ΔE to the lowest compared entry with this formula, charge and spin = 91.1 kcal/mol

[9]
One molecule with the formula CH3FO2S. Source: the Open Molecules 2025 dataset; level of theory: ωB97M-V with the def2-TZVPD basis set.

Last column: Mulliken charge in e.
CARTESIAN COORDINATES (ANGSTROEM)
O (1.48563, 1.28381, -0.42711)  -0.514
S (0.98413, 0.07732, 0.15219)  0.855
O (1.47982, -1.27201, -0.12672)  -0.547
C (-0.80809, -0.11153, -0.28531)  -0.175
F (-1.71581, 1.09846, 0.03733)  -0.314
H (0.86558, 0.08756, 1.51769)  0.184
H (-1.17709, -0.30772, -1.32733)  0.275
H (-1.11417, -0.85587, 0.45926)  0.237

Values from the calculation:
energy = -18730.947 eV
strongest force on any atom = 3.52 eV Å⁻¹
structure (SMILES) = O=[SH](=O)CF
HOMO-LUMO gap = 11.996 eV
ΔE to the lowest compared entry with this formula, charge and spin = 35.9 kcal/mol

[10]
A 2-piece molecular cluster, CH3FO3 overall. Source: the Open Molecules 2025 dataset; level of theory: ωB97M-V with the def2-TZVPD basis set.

Last column: Mulliken charge in e.
CARTESIAN COORDINATES (ANGSTROEM)
O (0.11908, -0.76934, -1.20904)  -0.517
C (0.53203, -0.09458, -0.31863)  0.672
O (0.62782, 1.22421, -0.44153)  -0.458
O (0.93874, -0.52944, 0.88240)  -0.440
H (0.43348, 1.46719, -1.35787)  0.355
H (0.47644, -1.40519, 0.99991)  0.372
F (-1.67109, -0.37534, 0.66217)  -0.380
H (-1.45649, 0.48248, 0.78259)  0.395

Values from the calculation:
energy = -9945.977 eV
strongest force on any atom = 2.34 eV Å⁻¹
structure (SMILES) = O=C(O)O.F
HOMO-LUMO gap = 11.474 eV
ΔE to the lowest compared entry with this formula, charge and spin = 9.8 kcal/mol

[11]
A 2-piece molecular cluster, CH3FOS overall. Source: the Open Molecules 2025 dataset; level of theory: ωB97M-V with the def2-TZVPD basis set.

Last column: Mulliken charge in e.
CARTESIAN COORDINATES (ANGSTROEM)
C (0.68074, -0.04852, 0.31530)  0.024
O (1.31040, -0.16067, -0.83829)  -0.402
F (0.67685, 1.10890, 0.92827)  -0.145
S (-1.85776, -0.49241, -0.20684)  -0.393
H (0.82546, -0.85782, 0.94896)  0.360
H (0.62874, -0.23829, -1.55870)  0.429
H (-2.26443, 0.68880, 0.41130)  0.128

Values from the calculation:
energy = -16683.509 eV
strongest force on any atom = 2.76 eV Å⁻¹
HOMO-LUMO gap = 8.136 eV
ΔE to the lowest compared entry with this formula, charge and spin = 45.6 kcal/mol

[12]
An isolated ion of composition CH3I2N2 and charge +1. Source: the Open Molecules 2025 dataset; level of theory: ωB97M-V with the def2-TZVPD basis set.

Last column: Mulliken charge in e.
CARTESIAN COORDINATES (ANGSTROEM)
N (-0.05452, 1.15586, 0.07416)  -0.251
C (-0.34141, -0.04885, -0.20325)  0.415
I (-2.85857, -0.61027, 0.10824)  0.274
N (0.47965, -1.01744, -0.10832)  -0.454
I (2.57233, -0.77088, 0.08549)  0.337
H (0.88407, 1.30902, 0.30613)  0.060
H (-0.75132, 1.89211, 0.05708)  0.283
H (0.06979, -1.90955, -0.31952)  0.336

Values from the calculation:
net charge = +1
energy = -20258.337 eV
strongest force on any atom = 4.40 eV Å⁻¹
structure (SMILES) = [NH2+]=C(I)NI
HOMO-LUMO gap = 7.376 eV
ΔE to the lowest compared entry with this formula, charge and spin = 27.5 kcal/mol